Entry 1:
Computed, not measured: 22 unconnected molecules or ions with the total composition C8H40B2O36, with wB97M-V/def2-TZVPD.

* Kohn-Sham gap: 7.7 eV
* E_tot: -3087.72290 Eh
* strongest force on any atom: 0.1314 hartree/bohr
* total charge: -2

Each line ends with the Löwdin charge.
Positions of all 86 atoms, in Å:
O: -11.85314 10.02613 -3.90621  0.13
C: -12.80531 9.31737 -3.56374  -0.41
O: -13.76836 9.02262 -4.35003  0.26
B: -14.84085 8.47567 -3.41594  -0.74
O: -14.20608 8.40489 -2.08265  0.28
C: -13.10986 8.97503 -2.19445  -0.48
O: -12.50548 9.31355 -1.18754  0.13
O: -15.30696 7.17226 -3.95033  0.26
C: -16.53419 7.21832 -4.10699  -0.47
O: -17.16683 6.32324 -4.62065  0.15
C: -17.01737 8.51947 -3.75093  -0.45
O: -16.09920 9.23337 -3.29815  0.30
O: -18.02105 9.08078 -4.13241  0.15
O: -14.38775 4.90316 -5.24342  0.13
C: -14.31332 5.71937 -6.11108  -0.48
O: -15.25346 5.96247 -6.85403  0.29
B: -14.97172 7.25520 -7.51079  -0.77
O: -13.59637 7.57152 -7.04289  0.29
C: -13.28412 6.71667 -6.17807  -0.45
O: -12.27956 6.79076 -5.53882  0.16
O: -15.03123 7.25544 -8.98811  0.28
C: -16.01761 7.97315 -9.29720  -0.41
O: -16.00051 8.47978 -10.39949  0.08
C: -16.52421 8.67024 -8.13383  -0.45
O: -15.99912 8.23233 -7.09456  0.33
O: -17.40173 9.46989 -8.14816  0.16
O: -18.21850 6.14610 -7.33028  0.00
H: -17.47915 5.78854 -6.91223  -0.02
H: -18.80790 6.45055 -6.59501  0.09
O: -16.98347 8.36423 -13.13727  -0.07
H: -17.25695 9.31110 -13.24379  0.06
H: -16.37411 8.45315 -12.41728  -0.03
O: -16.65347 5.97400 -11.46989  -0.01
H: -17.14038 5.38038 -12.00588  0.07
H: -16.38431 5.55090 -10.68344  0.00
O: -13.97716 6.94529 -11.83710  -0.04
H: -13.94243 7.35877 -12.68533  0.04
H: -14.90328 6.62380 -11.78247  0.02
O: -16.37564 11.21759 -10.42744  -0.03
H: -17.01257 10.50328 -10.26305  0.01
H: -15.52538 10.88700 -10.56386  -0.03
O: -11.75373 9.86463 -6.66026  -0.06
H: -11.94993 9.90709 -5.70359  -0.01
H: -11.27897 9.06395 -6.81719  -0.05
O: -11.65920 6.18218 -2.90602  -0.03
H: -12.54881 6.11885 -2.56841  -0.01
H: -11.70306 5.78307 -3.75078  -0.04
O: -9.76518 8.07989 -4.65423  -0.01
H: -10.55327 7.74127 -5.02378  -0.04
H: -9.16815 7.89910 -5.34336  0.00
O: -10.45986 7.57971 -7.52216  -0.03
H: -10.90202 7.59941 -8.34553  -0.01
H: -10.58521 6.77043 -7.01507  0.05
O: -13.37825 2.14867 -6.13698  -0.01
H: -13.37140 2.70090 -6.92187  0.06
H: -12.73705 1.50879 -6.35189  0.03
O: -12.27826 7.51079 -9.55917  -0.04
H: -12.91137 7.37124 -10.28983  0.02
H: -12.52003 6.76543 -9.01218  0.03
O: -18.74104 9.31118 -10.92410  -0.04
H: -19.42413 9.74202 -10.41737  0.05
H: -18.93369 8.42335 -10.70196  -0.03
O: -16.64730 4.15989 -9.37011  -0.03
H: -16.36376 4.26996 -8.45085  0.02
H: -16.00728 3.48291 -9.62910  0.06
O: -18.75261 6.81881 -9.92230  -0.06
H: -18.49394 6.62302 -8.98251  0.02
H: -18.04428 6.49547 -10.48593  -0.01
O: -14.22548 5.26427 -2.27183  -0.03
H: -14.39587 5.00856 -3.14965  -0.01
H: -15.06895 5.30062 -1.74592  0.09
O: -13.80454 9.79439 -11.00460  -0.03
H: -14.46788 9.12722 -10.81621  -0.02
H: -13.62554 10.08957 -10.12809  0.04
O: -16.30383 3.22471 -6.17981  -0.04
H: -16.53430 2.51808 -5.61129  0.02
H: -15.58674 3.66527 -5.68905  0.00
O: -11.82250 3.72838 -4.54374  -0.08
H: -12.54666 3.24728 -5.02575  -0.01
H: -11.03315 3.27249 -4.91600  0.05
O: -17.42148 12.39254 -8.08064  -0.06
H: -17.19407 11.90987 -8.85389  -0.05
H: -17.42681 11.73507 -7.38427  0.01
O: -19.55020 9.22307 -6.65093  -0.08
H: -19.47833 8.60206 -5.90105  0.02
H: -18.66072 9.51841 -6.88234  -0.01


Entry 2:
Computed, not measured: 2 unconnected molecules or ions with the total composition C9H19BN5O6P2, with wB97M-V/def2-TZVPD.

* Kohn-Sham gap: 6.2 eV
* E_tot: -1786.94467 Eh
* strongest force on any atom: 0.0954 hartree/bohr
* total charge: +1

Each line ends with the Löwdin charge.
Positions of all 42 atoms, in Å:
N: 5.04652 1.03843 1.50183  -0.01
C: 4.28529 1.64897 0.35919  -0.26
C: 3.53228 0.48911 -0.38611  -0.18
C: 2.43844 0.95108 -1.42298  -0.11
C: 1.00496 0.88889 -0.79959  -0.15
N: 0.69751 -0.35494 -0.43810  0.16
N: -0.47261 -0.51814 0.13714  -0.12
P: -0.88462 -2.18798 0.69237  0.51
O: 0.24860 -3.03652 0.29759  -0.24
O: -2.24509 -2.75612 0.00440  -0.12
O: -0.93648 -2.26420 2.32711  -0.13
C: -1.29454 0.52636 0.33242  -0.29
P: -2.92752 0.09547 1.22513  0.92
O: -4.12684 0.14426 0.03156  -0.25
O: -3.21408 1.28045 2.35758  -0.23
C: -1.08930 1.89512 -0.04924  0.06
C: 0.22171 2.12593 -0.69303  0.09
B: 0.61755 3.62764 -1.13357  -0.49
N: 1.97524 4.18714 -1.09056  0.17
O: -0.39190 4.49772 -1.58387  0.12
H: 5.25925 0.09127 1.16804  0.06
H: 4.32132 0.87527 2.20919  0.06
H: 4.98852 2.13731 -0.34670  0.12
H: 3.51988 2.33811 0.78011  0.10
H: 3.08038 -0.16246 0.40533  0.11
H: 4.22558 -0.19048 -0.94189  0.13
H: 2.64918 1.89768 -1.94649  0.10
H: 2.41566 0.15913 -2.21628  0.13
H: -2.48277 -2.25841 -0.80012  0.10
H: -0.02331 -2.51301 2.57784  0.11
H: -3.64627 0.26204 -0.81094  0.06
H: -2.48763 1.92798 2.39711  0.06
H: -1.81869 2.71037 0.11008  0.14
H: 2.52164 3.73725 -0.35550  0.05
H: 2.45084 4.06386 -1.98649  0.10
H: -0.63765 5.09647 -0.85624  0.12
C: -4.38993 -5.18950 0.26349  -0.07
C: -4.62734 -5.84078 -1.04015  -0.28
N: -4.81231 -6.34287 -2.05079  0.13
H: -3.44279 -4.65298 0.24054  0.04
H: -5.19347 -4.48555 0.47790  0.08
H: -4.35518 -5.93935 1.05270  0.08


Entry 3:
Computed, not measured: C4H8FN in the gas phase, with wB97M-V/def2-TZVPD.

* Kohn-Sham gap: 10.6 eV
* SMILES string: CN1CC(F)C1
* E_tot: -311.76049 Eh
* strongest force on any atom: 0.0481 hartree/bohr

Each line ends with the Löwdin charge.
Positions of all 14 atoms, in Å:
C: -0.69329 0.87754 -1.38144  -0.09
N: -0.14203 -0.42053 -0.80171  -0.14
C: -0.75828 -0.72536 0.56336  -0.12
C: 0.55563 -0.69202 1.26760  -0.32
F: 0.63674 0.06554 2.39526  0.00
C: 1.09021 -0.06917 -0.04949  -0.15
H: -1.56402 0.61183 -1.91218  0.05
H: -0.06328 1.40832 -2.11335  0.08
H: -0.85105 1.58520 -0.50068  0.10
H: -1.23848 0.19917 0.89581  0.11
H: -1.39012 -1.62459 0.56753  0.12
H: 1.09985 -1.59109 1.50370  0.14
H: 1.39873 0.95928 0.10654  0.11
H: 1.91939 -0.58413 -0.54094  0.11


Entry 4:
Computed, not measured: a molecular structure, C64H150AsF6N8O3, with wB97M-V/def2-TZVPD.

* Kohn-Sham gap: 9.3 eV
* E_tot: -6024.43891 Eh
* strongest force on any atom: 0.0507 hartree/bohr
* total charge: +7

Each line ends with the Löwdin charge.
Positions of all 232 atoms, in Å:
As: -1.34261 -0.17872 -0.58548  0.98
F: -1.83445 1.09146 0.63760  -0.28
F: -2.72831 0.27372 -1.66326  -0.28
F: -0.77112 -1.48519 -1.73002  -0.29
F: 0.03987 -0.54708 0.49369  -0.29
F: -2.36340 -1.44893 0.16773  -0.27
F: -0.35425 1.04084 -1.47279  -0.29
C: -3.52471 -4.30566 3.95521  -0.07
C: -2.36805 -3.62883 4.60254  -0.17
N: -2.62466 -2.11970 4.80164  -0.22
C: -3.83420 -1.90956 5.71163  0.06
C: -1.33043 -1.52000 5.40174  -0.13
C: -0.84668 -2.18254 6.72523  -0.05
C: -2.89222 -1.54008 3.37080  -0.05
C: -2.71812 -0.01435 3.27729  -0.22
O: -3.52225 0.65289 4.22109  -0.18
C: -3.14656 2.01594 4.32343  -0.07
H: -4.52654 -4.25512 4.38142  0.10
H: -3.27634 -5.36070 4.08719  0.10
H: -3.65413 -4.23074 2.87561  0.09
H: -1.55839 -3.85561 3.90726  0.10
H: -1.99575 -3.99209 5.55951  0.13
H: -4.72135 -2.17948 5.14140  0.11
H: -3.80882 -0.83408 5.88000  0.10
H: -3.80014 -2.48110 6.63794  0.12
H: -1.57171 -0.47221 5.57795  0.12
H: -0.50432 -1.60212 4.69565  0.11
H: -1.61295 -2.62814 7.36071  0.09
H: -0.40657 -1.49810 7.45093  0.09
H: -0.10599 -2.96878 6.57870  0.07
H: -3.93157 -1.78985 3.15848  0.14
H: -2.31340 -2.14425 2.67355  0.11
H: -3.21753 0.25539 2.34623  0.12
H: -1.64657 0.17675 3.34738  0.11
H: -3.56479 2.55970 3.47468  0.09
H: -2.06918 2.13199 4.44794  0.07
H: -3.62755 2.45444 5.19771  0.11
C: 8.05882 -2.57004 -4.88077  -0.03
C: 7.13034 -1.73684 -3.99666  -0.14
N: 5.58596 -2.00814 -4.18576  -0.21
C: 5.20358 -1.36813 -5.53939  0.04
C: 5.29943 -3.54599 -4.25859  -0.12
C: 5.53660 -4.33530 -2.98028  -0.04
C: 4.85805 -1.29415 -2.97514  -0.05
C: 3.34773 -1.55288 -2.88530  -0.25
O: 2.73837 -1.25539 -4.09735  -0.22
C: 1.31770 -1.54219 -4.03371  -0.04
H: 7.68885 -2.58440 -5.90517  0.08
H: 8.14676 -3.59214 -4.51322  0.09
H: 9.03674 -2.10742 -4.74981  0.11
H: 7.25968 -0.65859 -4.08621  0.13
H: 7.28860 -1.98495 -2.94688  0.11
H: 5.20465 -0.28141 -5.46667  0.10
H: 4.21560 -1.77356 -5.74843  0.10
H: 5.92700 -1.64024 -6.30654  0.11
H: 5.97075 -3.87163 -5.05203  0.13
H: 4.26098 -3.55186 -4.58818  0.12
H: 6.51288 -4.22205 -2.50804  0.09
H: 5.33188 -5.39312 -3.14098  0.10
H: 4.90466 -3.97288 -2.16760  0.05
H: 5.08558 -0.23485 -2.85856  0.13
H: 5.33102 -1.75040 -2.10509  0.12
H: 2.96427 -1.07520 -1.98056  0.12
H: 3.11194 -2.59953 -2.67952  0.10
H: 1.12356 -2.53866 -3.63426  0.08
H: 0.95688 -1.51114 -5.06101  0.11
H: 0.79713 -0.84375 -3.37800  0.06
C: 1.51073 -3.55710 -0.57190  -0.05
C: 0.85570 -4.12580 0.76263  -0.14
N: 0.52747 -5.63144 0.76013  -0.22
C: -0.45903 -5.75146 -0.42971  0.03
C: 1.75903 -6.51686 0.41073  -0.12
C: 2.80180 -6.53842 1.51161  -0.05
C: -0.12361 -6.06272 2.13841  -0.01
C: -1.14669 -7.22444 1.96782  -0.18
O: -2.36372 -6.71434 1.45952  -0.24
C: -3.38325 -7.64557 1.30143  -0.09
H: 2.43806 -4.10169 -0.74875  0.07
H: 1.83443 -2.52305 -0.45205  0.06
H: 0.81396 -3.53398 -1.40853  0.05
H: 0.11881 -3.44735 1.19360  0.11
H: 1.54048 -4.08315 1.61247  0.10
H: -0.82742 -6.77496 -0.39993  0.11
H: 0.09217 -5.62594 -1.36118  0.10
H: -1.15744 -4.91895 -0.36445  0.10
H: 2.09212 -6.15425 -0.56082  0.11
H: 1.28615 -7.47279 0.18592  0.14
H: 3.06649 -5.64231 2.07184  0.06
H: 3.74199 -6.79534 1.02068  0.10
H: 2.66885 -7.39432 2.17319  0.10
H: -0.62700 -5.16174 2.48624  0.10
H: 0.65143 -6.35692 2.84474  0.13
H: -1.44343 -7.74202 2.88210  0.14
H: -0.81988 -8.04848 1.32977  0.13
H: -3.77637 -8.02384 2.24688  0.10
H: -3.13352 -8.45624 0.61620  0.11
H: -4.25707 -7.10945 0.93049  0.10
C: 2.37152 -0.55572 2.65557  -0.09
C: 2.77354 -1.26752 3.92391  -0.25
C: 4.28734 -1.43879 3.95069  -0.09
N: 4.91477 -2.49619 4.93087  -0.22
C: 4.77173 -3.92564 4.35885  0.04
C: 6.30324 -2.18974 5.38603  -0.09
C: 6.44564 -2.71202 6.80793  -0.14
C: 5.07432 -3.09544 7.31831  -0.15
C: 4.16305 -2.41832 6.31688  -0.08
H: 2.82196 0.41558 2.45345  0.09
H: 1.29060 -0.44093 2.74037  0.05
H: 2.57978 -1.22807 1.82270  0.07
H: 2.29662 -2.24684 3.98498  0.10
H: 2.47447 -0.77143 4.84822  0.11
H: 4.87618 -0.52309 3.98304  0.14
H: 4.48510 -1.92797 2.99562  0.12
H: 5.32708 -4.06964 3.43282  0.11
H: 3.73381 -4.20263 4.17343  0.08
H: 5.10879 -4.64351 5.10600  0.11
H: 7.11400 -2.59041 4.77886  0.15
H: 6.22388 -1.10508 5.31450  0.13
H: 7.07520 -3.60193 6.83007  0.13
H: 6.96141 -2.06181 7.51430  0.14
H: 4.99669 -4.18214 7.28232  0.12
H: 4.98192 -2.81287 8.36622  0.14
H: 3.19900 -2.91703 6.22516  0.13
H: 4.12857 -1.35794 6.56612  0.14
C: -3.68474 3.49060 -0.39589  -0.08
C: -4.23523 4.95914 -0.62341  -0.22
C: -5.54344 5.18706 0.04073  -0.13
N: -6.02887 6.66287 0.00905  -0.25
C: -4.89544 7.53941 0.49146  0.02
C: -7.27334 6.72301 0.92837  -0.11
C: -8.45563 6.25761 0.09894  -0.14
C: -8.21546 6.98052 -1.23345  -0.09
C: -6.63616 7.20650 -1.29532  -0.04
H: -2.71426 3.48643 -0.89041  0.06
H: -4.24751 2.71043 -0.91098  0.07
H: -3.81147 3.18675 0.64289  0.06
H: -4.07407 5.27736 -1.65347  0.12
H: -3.47153 5.54276 -0.10648  0.08
H: -5.57174 5.04200 1.12174  0.13
H: -6.29924 4.44100 -0.20761  0.14
H: -5.41043 8.45132 0.79435  0.11
H: -4.28971 7.73264 -0.39232  0.11
H: -4.40275 7.19762 1.40051  0.11
H: -7.44609 7.78308 1.11868  0.14
H: -7.13218 6.25412 1.90178  0.14
H: -9.41046 6.47291 0.57691  0.14
H: -8.39137 5.17496 -0.01573  0.11
H: -8.63172 7.98714 -1.19218  0.12
H: -8.64290 6.52116 -2.12349  0.12
H: -6.35252 8.24690 -1.44681  0.14
H: -6.12155 6.58801 -2.03090  0.12
C: -2.34580 -4.32152 -3.24863  -0.09
C: -3.34513 -3.44571 -3.98082  -0.21
C: -3.44345 -1.92997 -3.66315  -0.11
N: -4.61529 -1.26144 -4.39392  -0.23
C: -5.94138 -1.81913 -3.88212  0.05
C: -4.60525 0.27440 -4.20773  -0.11
C: -5.26363 0.90697 -5.42487  -0.12
C: -5.18946 -0.17822 -6.50972  -0.14
C: -4.50505 -1.35901 -5.92862  -0.10
H: -2.21913 -5.28438 -3.74223  0.09
H: -2.59380 -4.49794 -2.20131  0.07
H: -1.37012 -3.83431 -3.20137  0.05
H: -4.29399 -3.98313 -3.97881  0.11
H: -3.11043 -3.51237 -5.04469  0.11
H: -2.53435 -1.39971 -3.94431  0.12
H: -3.65290 -1.77586 -2.60491  0.11
H: -5.94513 -1.80311 -2.79336  0.12
H: -6.01777 -2.84858 -4.22974  0.10
H: -6.76755 -1.27679 -4.34038  0.12
H: -5.15499 0.55663 -3.31012  0.13
H: -3.59219 0.65369 -4.07623  0.12
H: -6.30467 1.10171 -5.16983  0.12
H: -4.72471 1.79624 -5.74778  0.12
H: -6.13188 -0.56373 -6.89772  0.13
H: -4.61818 0.15579 -7.37551  0.13
H: -5.07946 -2.26260 -6.13179  0.14
H: -3.47542 -1.48820 -6.26043  0.14
C: 4.23048 6.25259 -5.30075  -0.07
C: 3.82907 4.76810 -5.36110  -0.21
C: 3.35743 4.24237 -3.99095  -0.11
N: 2.57312 2.93364 -4.09110  -0.22
C: 2.74809 2.20542 -2.78483  0.00
C: 2.94282 1.91892 -5.18945  -0.08
C: 1.82500 2.01374 -6.26006  -0.12
C: 0.53954 2.17952 -5.43689  -0.12
C: 1.05079 3.14956 -4.33843  -0.07
H: 5.12234 6.30879 -4.67460  0.08
H: 3.51139 6.92971 -4.83953  0.08
H: 4.53264 6.71018 -6.24210  0.10
H: 4.62314 4.20752 -5.85334  0.12
H: 2.92764 4.61422 -5.95733  0.10
H: 2.80319 4.97895 -3.41004  0.14
H: 4.27500 4.06093 -3.42983  0.13
H: 2.31552 2.81516 -1.99196  0.10
H: 3.81208 2.03777 -2.62211  0.10
H: 2.19326 1.26795 -2.80483  0.08
H: 2.94356 0.90195 -4.79248  0.09
H: 3.96050 2.11113 -5.52753  0.13
H: 1.75787 1.20336 -6.98576  0.13
H: 2.02239 2.88421 -6.88625  0.12
H: 0.14542 1.23467 -5.06214  0.10
H: -0.25409 2.58574 -6.06357  0.13
H: 0.36906 3.13753 -3.48768  0.12
H: 1.00806 4.19413 -4.64785  0.13
C: 1.94631 8.63547 3.75092  -0.08
C: 0.98443 7.47277 3.62375  -0.22
C: 1.65150 6.12294 3.20909  -0.08
N: 0.68763 4.96536 2.92813  -0.24
C: -0.33212 4.87622 4.08988  0.04
C: 1.39196 3.57538 2.77370  -0.09
C: 0.57142 2.66594 1.89554  -0.17
C: -0.41836 3.63418 1.24876  -0.17
C: -0.06252 5.06372 1.58299  -0.06
H: 2.80771 8.35204 4.35640  0.09
H: 1.49263 9.52457 4.18706  0.10
H: 2.38042 8.95339 2.80240  0.09
H: 0.04931 7.72099 3.11913  0.11
H: 0.56241 7.31993 4.61875  0.11
H: 2.19066 5.71838 4.06579  0.14
H: 2.22636 6.04777 2.28609  0.13
H: -0.83456 3.90886 4.09832  0.07
H: -1.10836 5.63914 4.08815  0.12
H: 0.32784 4.83641 4.95607  0.12
H: 1.61038 3.24539 3.78918  0.13
H: 2.35209 3.64291 2.26202  0.13
H: 0.14172 1.81339 2.42011  0.09
H: 1.23990 2.24423 1.14489  0.11
H: -1.36690 3.29769 1.66781  0.09
H: -0.46528 3.44402 0.17701  0.10
H: -0.91034 5.74516 1.62604  0.14
H: 0.76781 5.40182 0.96265  0.13